{"formula": "C4H6N2O", "method": "ωB97M-V with the def2-TZVPD basis set", "homo_ev": [-8.41, -8.41], "orbital_gap_ev": [7.933, 7.936], "lumo_ev": [-0.48, -0.48], "symbols": ["C", "N", "C", "C", "N", "C", "O", "H", "H", "H", "H", "H", "H"], "xyz": [[1.162, -0.694, -0.552], [1.581, 0.169, 0.370], [-0.948, 0.086, -0.360], [-1.502, -0.662, 0.611], [0.981, 1.335, 0.549], [-0.222, 1.465, -0.059], [-0.737, 2.484, -0.455], [2.037, -0.190, 1.207], [1.430, -1.731, -0.422], [1.055, -0.357, -1.572], [-1.425, 0.105, -1.334], [-2.365, -1.285, 0.426], [-1.048, -0.725, 1.591]]}

{"formula": "C4H6N2O", "method": "ωB97M-V with the def2-TZVPD basis set", "smiles": "Cc1c[nH]c(O)n1", "homo_ev": -8.41, "orbital_gap_ev": 9.041, "lumo_ev": 0.63, "symbols": ["C", "C", "C", "N", "C", "O", "N", "H", "H", "H", "H", "H", "H"], "xyz": [[-1.766, 0.750, 0.999], [-0.467, 0.344, 0.361], [0.713, 1.111, 0.243], [1.575, 0.091, -0.411], [0.864, -1.000, -0.633], [1.407, -2.015, -1.311], [-0.357, -0.924, -0.146], [-2.017, 0.078, 1.832], [-2.585, 0.679, 0.276], [-1.717, 1.769, 1.387], [1.010, 1.395, -0.850], [2.572, 0.219, -0.483], [0.758, -2.730, -1.320]]}

{"formula": "C4H6N2O", "method": "ωB97M-V with the def2-TZVPD basis set", "homo_ev": -8.43, "orbital_gap_ev": 9.384, "lumo_ev": 0.96, "symbols": ["N", "C", "O", "C", "C", "C", "N", "H", "H", "H", "H", "H", "H"], "xyz": [[-2.326, 1.006, -0.320], [-1.647, 0.011, 0.011], [-1.916, -1.368, -0.040], [-0.547, -1.535, 0.364], [-0.253, -0.237, 0.475], [1.954, 0.464, -0.237], [0.825, 0.598, 0.684], [-3.240, 0.730, -0.683], [-0.102, -2.518, 0.415], [1.701, -0.238, -1.041], [2.185, 1.432, -0.694], [2.851, 0.101, 0.273], [0.515, 1.554, 0.793]]}

{"formula": "C4H6N2O", "method": "ωB97M-V with the def2-TZVPD basis set", "smiles": "[H]/N=C/OCCC#N", "homo_ev": -10.06, "orbital_gap_ev": 10.943, "lumo_ev": 0.89, "symbols": ["H", "N", "C", "O", "C", "C", "C", "N", "H", "H", "H", "H", "H"], "xyz": [[-1.843, 1.643, 0.631], [-1.379, 0.739, 0.652], [-1.443, 0.175, -0.479], [-0.735, -0.937, -0.760], [0.269, -1.246, 0.198], [1.286, -0.080, 0.372], [0.929, 1.088, -0.433], [0.661, 1.909, -1.203], [-1.974, 0.510, -1.372], [0.772, -2.132, -0.195], [-0.195, -1.489, 1.157], [1.380, 0.187, 1.428], [2.273, -0.368, 0.003]]}

{"formula": "C4H6N2O", "method": "ωB97M-V with the def2-TZVPD basis set", "homo_ev": -7.35, "orbital_gap_ev": 7.707, "lumo_ev": 0.36, "symbols": ["C", "N", "C", "N", "C", "C", "O", "H", "H", "H", "H", "H", "H"], "xyz": [[-1.135, -1.203, -0.135], [-0.276, -0.061, 0.001], [1.006, 0.111, -0.032], [2.052, -0.708, -0.208], [-0.327, 1.601, 0.322], [-1.064, 2.586, 0.549], [1.144, 1.407, 0.204], [2.971, -0.309, -0.299], [1.908, -1.650, -0.526], [-2.161, -0.853, -0.015], [-0.940, -1.955, 0.636], [-1.050, -1.666, -1.123], [-2.129, 2.699, 0.627]]}

{"formula": "C4H6N2O", "method": "ωB97M-V with the def2-TZVPD basis set", "smiles": "C#CC(N)=O.[H][H].C#N", "homo_ev": -10.46, "orbital_gap_ev": 11.174, "lumo_ev": 0.71, "symbols": ["C", "C", "C", "N", "O", "H", "H", "H", "H", "H", "C", "N", "H"], "xyz": [[0.719, -1.080, -1.734], [0.105, -0.481, -0.840], [-0.697, -0.071, 0.373], [0.133, 0.588, 1.298], [-1.872, -0.013, 0.485], [1.142, -1.437, -2.570], [1.116, 0.638, 0.951], [-0.179, 1.009, 2.174], [3.078, -3.077, 2.662], [2.493, -2.651, 2.724], [-2.074, 2.221, -1.876], [-1.113, 2.105, -2.472], [-2.853, 2.249, -1.174]]}

{"formula": "C4H6N2O", "method": "ωB97M-V with the def2-TZVPD basis set", "smiles": "c1cn[nH]c1.C=O", "homo_ev": -9.36, "orbital_gap_ev": 10.084, "lumo_ev": 0.72, "symbols": ["C", "C", "N", "N", "C", "H", "H", "H", "H", "C", "O", "H", "H"], "xyz": [[0.810, -0.844, -0.050], [0.107, 0.299, -0.481], [0.909, 1.323, -0.722], [2.130, 0.846, -0.453], [2.125, -0.446, -0.051], [0.409, -1.806, 0.231], [-0.952, 0.414, -0.643], [2.921, 1.457, -0.563], [3.041, -0.967, 0.187], [-2.881, -0.063, 0.640], [-2.307, -1.092, 0.890], [-3.802, -0.040, 0.025], [-2.509, 0.920, 0.989]]}

{"formula": "C4H6N2O", "method": "ωB97M-V with the def2-TZVPD basis set", "homo_ev": -9.18, "orbital_gap_ev": 10.038, "lumo_ev": 0.86, "symbols": ["C", "O", "C", "C", "N", "C", "N", "H", "H", "H", "H", "H", "H"], "xyz": [[0.954, -0.949, -0.416], [1.111, 0.114, -1.448], [0.048, 0.539, -0.738], [-1.321, 0.136, -0.824], [-1.796, 0.075, 0.396], [-0.746, 0.443, 1.217], [0.150, 1.247, 0.448], [0.635, -1.869, -0.901], [0.101, -0.720, 0.823], [1.905, -1.021, 0.116], [-1.837, -0.253, -1.694], [-0.960, 0.720, 2.245], [1.092, 1.364, 0.803]]}

{"formula": "C4H6N2O", "method": "ωB97M-V with the def2-TZVPD basis set", "homo_ev": -7.39, "orbital_gap_ev": 8.238, "lumo_ev": 0.85, "symbols": ["N", "C", "C", "O", "C", "C", "N", "H", "H", "H", "H", "H", "H"], "xyz": [[-0.313, -1.870, -0.730], [-0.161, -0.634, -0.107], [0.106, 0.551, -0.735], [0.361, 0.577, -2.100], [0.240, 1.580, 0.235], [0.029, 0.972, 1.440], [-0.217, -0.376, 1.226], [-0.385, -1.689, -1.729], [-1.098, -2.415, -0.396], [1.247, 0.379, -1.540], [0.460, 2.624, 0.058], [0.037, 1.376, 2.438], [-0.305, -1.076, 1.941]]}

{"formula": "C4H6N2O", "method": "ωB97M-V with the def2-TZVPD basis set", "smiles": "[H]/N=C(\\C#N)OCC", "homo_ev": -10.73, "orbital_gap_ev": 10.835, "lumo_ev": 0.11, "symbols": ["H", "N", "C", "C", "N", "O", "C", "C", "H", "H", "H", "H", "H"], "xyz": [[-1.916, -0.240, -1.184], [-0.989, 0.126, -1.365], [-0.611, 1.029, -0.575], [-1.367, 1.603, 0.543], [-1.971, 2.019, 1.439], [0.720, 1.255, -0.512], [1.148, 0.172, 0.336], [0.570, -1.342, -0.062], [2.249, 0.298, 0.370], [0.776, 0.391, 1.348], [-0.376, -1.677, -0.561], [1.311, -1.826, -0.689], [0.455, -1.807, 0.913]]}

{"formula": "C4H6N2O", "method": "ωB97M-V with the def2-TZVPD basis set", "smiles": "COc1cc[nH]n1", "homo_ev": -9.10, "orbital_gap_ev": 10.136, "lumo_ev": 1.04, "symbols": ["C", "O", "C", "C", "C", "N", "N", "H", "H", "H", "H", "H", "H"], "xyz": [[1.378, -0.328, -1.812], [0.699, 0.758, -1.197], [0.078, 0.453, -0.035], [-1.309, 0.596, 0.186], [-1.486, 0.154, 1.475], [-0.264, -0.208, 1.927], [0.714, -0.032, 1.018], [1.391, -0.123, -2.885], [2.405, -0.422, -1.444], [0.846, -1.269, -1.629], [-2.044, 0.955, -0.517], [-2.374, 0.048, 2.082], [-0.034, -0.583, 2.832]]}

{"formula": "C4H6N2O", "method": "ωB97M-V with the def2-TZVPD basis set", "smiles": "[H]/N=C1\\C=CN[C@@H]1O", "homo_ev": -8.51, "orbital_gap_ev": 9.292, "lumo_ev": 0.79, "symbols": ["H", "N", "C", "C", "C", "N", "C", "O", "H", "H", "H", "H", "H"], "xyz": [[1.058, 0.898, -2.425], [0.279, 0.864, -1.793], [0.383, 0.181, -0.717], [1.119, -0.856, -0.011], [0.332, -1.239, 1.044], [-0.783, -0.472, 1.188], [-0.629, 0.639, 0.284], [-1.713, 1.222, -0.300], [2.049, -1.320, -0.294], [0.524, -2.048, 1.745], [-1.516, -0.618, 1.863], [0.180, 1.366, 0.629], [-1.283, 1.382, -1.214]]}

{"formula": "C4H6N2O", "method": "ωB97M-V with the def2-TZVPD basis set", "homo_ev": -8.85, "orbital_gap_ev": 9.673, "lumo_ev": 0.82, "symbols": ["C", "C", "C", "N", "C", "O", "N", "H", "H", "H", "H", "H", "H"], "xyz": [[2.031, 0.502, 0.001], [0.564, 0.177, -0.077], [0.467, -1.178, -0.271], [-1.446, -1.154, -0.030], [-1.591, 0.147, -0.002], [-2.793, 0.744, -0.013], [-0.512, 0.955, 0.026], [2.320, 0.832, 1.006], [2.409, 1.176, -0.769], [2.503, -0.464, -0.230], [0.998, -1.800, 0.462], [-2.366, -1.633, -0.115], [-2.585, 1.695, 0.012]]}

{"formula": "C4H6N2O", "method": "ωB97M-V with the def2-TZVPD basis set", "smiles": "[H]/N=C(\\C#N)OCC", "homo_ev": -10.66, "orbital_gap_ev": 11.138, "lumo_ev": 0.48, "symbols": ["H", "N", "C", "C", "N", "O", "C", "C", "H", "H", "H", "H", "H"], "xyz": [[-0.937, -3.220, -0.688], [-1.225, -2.270, -0.908], [-0.607, -1.412, -0.215], [0.395, -1.782, 0.792], [1.175, -2.147, 1.566], [-0.856, -0.109, -0.385], [-0.213, 0.907, 0.404], [0.562, 1.851, -0.497], [-1.015, 1.438, 0.926], [0.441, 0.459, 1.159], [-0.092, 2.291, -1.255], [0.991, 2.658, 0.106], [1.382, 1.336, -1.005]]}

{"formula": "C4H6N2O", "method": "ωB97M-V with the def2-TZVPD basis set", "smiles": "O[C@@H]1[C@H]2N=CN[C@@H]12", "homo_ev": -8.43, "orbital_gap_ev": 9.085, "lumo_ev": 0.66, "symbols": ["O", "C", "C", "N", "C", "N", "C", "H", "H", "H", "H", "H", "H"], "xyz": [[-2.348, 0.142, -0.127], [-1.024, -0.079, -0.446], [-0.091, -0.660, 0.706], [1.122, -1.149, -0.141], [1.779, -0.126, -0.237], [1.195, 1.064, 0.067], [-0.124, 0.710, 0.366], [-2.788, -0.775, -0.666], [-0.754, -0.290, -1.539], [-0.360, -1.232, 1.520], [2.685, -0.192, -0.699], [1.296, 1.791, -0.758], [-0.745, 1.099, 1.350]]}

{"formula": "C4H6N2O", "method": "ωB97M-V with the def2-TZVPD basis set", "smiles": "Nc1ccc(O)[nH]1", "homo_ev": -7.27, "orbital_gap_ev": 8.097, "lumo_ev": 0.83, "symbols": ["N", "C", "C", "C", "C", "O", "N", "H", "H", "H", "H", "H", "H"], "xyz": [[0.697, 1.616, 1.538], [0.440, 0.631, 0.562], [1.302, -0.154, -0.149], [0.524, -1.030, -0.982], [-0.786, -0.706, -0.758], [-1.966, -1.151, -1.267], [-0.851, 0.290, 0.177], [0.937, 1.220, 2.438], [-0.084, 2.250, 1.651], [2.381, -0.108, -0.084], [0.896, -1.786, -1.664], [-1.780, -1.734, -2.012], [-1.709, 0.661, 0.551]]}

{"formula": "C4H6N2O", "method": "ωB97M-V with the def2-TZVPD basis set", "homo_ev": -9.62, "orbital_gap_ev": 10.569, "lumo_ev": 0.95, "symbols": ["O", "C", "N", "C", "C", "C", "N", "H", "H", "H", "H", "H", "H"], "xyz": [[-2.492, -1.527, 0.297], [-2.117, -0.454, 0.285], [-0.056, -0.815, -1.484], [0.550, 0.397, -0.976], [0.708, 0.235, 0.491], [0.573, 0.801, 1.814], [0.266, -0.597, 1.322], [-0.323, -0.760, -2.456], [-0.196, 1.204, -1.042], [1.457, 0.761, -1.487], [0.504, -1.641, -1.314], [1.386, 0.869, 2.531], [-0.284, 1.454, 1.997]]}

{"formula": "C4H6N2O", "method": "ωB97M-V with the def2-TZVPD basis set", "smiles": "C=CN=C.N=C=O", "homo_ev": -8.89, "orbital_gap_ev": 9.541, "lumo_ev": 0.65, "symbols": ["C", "C", "N", "C", "H", "H", "H", "H", "H", "N", "C", "O", "H"], "xyz": [[1.593, -1.507, -0.026], [2.036, -0.241, -0.135], [1.285, 0.789, -0.712], [0.142, 1.201, -0.389], [0.563, -1.825, -0.460], [2.283, -2.220, 0.298], [2.915, 0.266, -0.015], [-0.430, 0.618, 0.405], [-0.117, 2.001, -1.000], [-4.722, 0.504, 0.266], [-3.913, -0.238, -0.154], [-3.339, -1.158, -0.550], [-5.105, 1.339, 0.783]]}

{"formula": "C4H6N2O", "method": "ωB97M-V with the def2-TZVPD basis set", "smiles": "N#CCCNC=O", "homo_ev": -10.45, "orbital_gap_ev": 11.090, "lumo_ev": 0.64, "symbols": ["N", "C", "C", "C", "N", "C", "O", "H", "H", "H", "H", "H", "H"], "xyz": [[3.128, 0.285, -1.714], [2.258, 0.258, -0.952], [1.153, 0.244, 0.013], [-0.151, -0.349, -0.605], [-1.408, 0.234, -0.065], [-1.648, -0.155, 1.211], [-0.864, -0.884, 1.789], [0.967, 1.272, 0.328], [1.494, -0.296, 0.904], [-0.130, -0.231, -1.686], [-0.151, -1.421, -0.380], [-2.086, 0.825, -0.546], [-2.563, 0.219, 1.702]]}

{"formula": "C4H6N2O", "method": "ωB97M-V with the def2-TZVPD basis set", "smiles": "C=C1C(=O)N1NC", "homo_ev": -9.03, "orbital_gap_ev": 9.711, "lumo_ev": 0.68, "symbols": ["C", "C", "C", "O", "N", "N", "C", "H", "H", "H", "H", "H", "H"], "xyz": [[0.130, -2.433, -0.361], [-0.706, -1.477, -0.016], [-1.774, -0.222, 0.513], [-2.775, 0.208, 0.953], [-0.663, -0.105, -0.139], [0.114, 1.145, -0.691], [1.122, 1.590, 0.256], [-0.161, -3.468, -0.289], [1.079, -2.214, -0.834], [-0.591, 1.867, -0.841], [1.676, 2.411, -0.206], [0.725, 1.924, 1.223], [1.823, 0.774, 0.433]]}

Listing relative energy (zero: lowest compared OMol25 entry of this formula, charge and spin) for the structures above in their given order: 4.571; 3.306; 3.046; 1.767; 4.741; 4.426; 2.152; 5.143; 2.485; 3.443; 1.602; 2.165; 3.001; 1.717; 4.910; 0.956; 3.276; 3.268; 0.837; 5.217 eV.
Listing F_max for the structures above in their given order: 2.3; 3.5; 0.6; 1.2; 0.4; 6.9; 0.6; 0.5; 3.9; 1.7; 0.3; 1.8; 3.2; 1.2; 6.8; 0.3; 1.6; 4.1; 1.1; 4.8 eV/A.